1.
{
  "formula": "H9O4S",
  "method": "ωB97M-V/def2-TZVPD",
  "largest_force_ev_per_a": 2.324,
  "lumo_energy_ev": 3.8,
  "homo_ev": -3.94,
  "de_lowest_ev": 0.842,
  "homo_lumo_gap_ev": 7.72,
  "total_charge": -1,
  "elements": ["H", "H", "H", "H", "H", "H", "H", "S", "O", "H", "O", "O", "H", "O"],
  "positions_angstrom": [[-0.55696, -1.36774, -1.94341], [2.64590, 0.76326, -1.78588], [-0.55358, -0.04611, 1.10106], [2.76573, -0.69252, 2.70787], [-2.66138, -0.47327, -0.82833], [1.31435, -0.88611, 2.05900], [0.54996, 0.99851, 0.62238], [1.50174, 1.46315, -1.61786], [0.19056, 0.49433, 1.40451], [-0.18715, 0.20782, -2.00617], [-3.27308, 0.23017, -0.52159], [1.91051, -1.15492, 2.78129], [-2.72797, 0.96636, -0.30107], [-0.91861, -0.50295, -1.67180]]
}

***

2.
{
  "formula": "C23H43N3O5PtS2Si",
  "method": "ωB97M-V/def2-TZVPD",
  "largest_force_ev_per_a": 1.933,
  "lumo_energy_ev": [-0.6, -0.4],
  "homo_ev": [-7.50, -7.36],
  "homo_lumo_gap_ev": [6.89, 6.95],
  "elements": ["O", "H", "C", "C", "C", "C", "H", "H", "C", "H", "H", "H", "C", "C", "S", "Si", "H", "C", "H", "H", "C", "H", "H", "H", "S", "C", "C", "H", "C", "H", "H", "H", "H", "H", "H", "C", "N", "H", "H", "H", "H", "C", "C", "H", "H", "N", "H", "O", "O", "C", "H", "H", "H", "H", "H", "C", "C", "N", "H", "H", "O", "H", "H", "H", "H", "H", "H", "H", "C", "C", "H", "O", "C", "C", "H", "H", "Pt", "C"],
  "positions_angstrom": [[3.38040, 2.46300, 1.00640], [3.11120, -3.05030, -0.00600], [3.49980, 3.10390, -3.64220], [3.51270, 3.32880, -2.12790], [-3.31690, 0.33330, -0.82350], [2.41440, 1.80790, 3.14560], [2.15220, -2.19860, 1.21740], [1.58650, 4.14790, 1.92830], [3.17820, -0.89790, -0.17150], [5.58580, 2.75270, -1.93910], [2.66830, 4.70290, -0.69600], [4.92100, 3.58290, -0.53190], [-5.61380, 1.09480, -0.46700], [-2.48210, 4.00660, 2.23260], [0.38610, 2.37150, 0.16510], [2.41390, 1.77240, -0.09930], [-1.82670, 4.35540, 3.03090], [2.55000, 4.20390, 2.43020], [-4.86550, 2.89930, 3.21550], [-1.92560, 4.05930, 1.29920], [2.61650, 4.51090, -1.76460], [-4.94280, -0.60900, -1.63310], [-1.27210, -4.32250, 0.81920], [5.25340, 3.59820, 2.33230], [-0.80730, -0.69870, 2.45490], [-2.87070, 2.59830, 2.50890], [-1.72520, -2.47050, -0.11840], [4.04710, -0.73470, 1.79660], [-4.08030, 2.19160, 3.01130], [-5.53190, 1.81850, -1.27540], [2.39900, 4.50460, 3.46290], [4.15220, 0.00990, -1.86710], [4.28060, -1.75780, -1.81890], [-4.71560, -0.81460, 0.11410], [4.63350, 3.28620, 3.95950], [-4.67910, -0.09340, -0.70710], [-1.92880, 1.66410, 2.29560], [2.33230, 2.10730, 4.18780], [3.88800, 3.97720, -4.15910], [-6.39630, 0.89430, 3.37930], [5.12360, 1.93950, 2.91980], [-5.57470, 0.28410, 3.74340], [2.45620, -2.20020, 0.17140], [-5.69760, -0.74500, 3.41940], [-1.18690, -4.38840, -0.94950], [-3.29050, -0.05810, 3.10640], [1.56240, -2.29920, -0.44190], [-2.67510, -1.83310, 0.33910], [-0.67040, -1.95550, -0.60060], [-2.11760, 0.33420, 2.62050], [-1.05810, 1.91520, 1.80630], [2.75500, -0.98480, -2.27610], [4.10750, 2.23970, -3.89620], [3.16200, 4.95250, 1.93270], [4.82700, 0.27750, 0.57790], [-1.74820, -3.99840, -0.10560], [4.65540, 2.92070, 2.93720], [-2.26100, 0.77630, -0.95670], [-3.34980, 4.65740, 2.19210], [2.88540, 0.83000, 3.09530], [3.01870, 2.12910, -1.55060], [1.41680, 1.72500, 2.71870], [-6.64430, 0.74910, -0.41540], [-2.77170, -4.36200, -0.12000], [-5.36550, 1.59380, 0.46810], [2.93200, 5.40040, -2.30420], [-5.59550, 0.30360, 4.83210], [5.32410, 4.50270, -1.99440], [4.93500, 3.56150, -1.61810], [3.23610, 2.83520, 2.37020], [1.58450, 4.28560, -2.02110], [2.23540, 0.15850, 0.01560], [-4.26320, 0.80910, 3.26010], [3.62640, -0.91100, -1.63170], [2.48100, 2.91570, -3.97380], [5.11130, -1.47080, 0.59170], [-0.36990, 0.12670, -0.00530], [4.37230, -0.69220, 0.75990]]
}

***

3.
{
  "formula": "C4H11NO",
  "method": "ωB97M-V/def2-TZVPD",
  "largest_force_ev_per_a": 1.418,
  "smiles": "CC(C)NCO",
  "lumo_energy_ev": 1.0,
  "homo_ev": -8.96,
  "de_lowest_ev": 1.101,
  "homo_lumo_gap_ev": 10.00,
  "elements": ["C", "C", "H", "H", "H", "H", "H", "H", "H", "C", "H", "N", "H", "H", "C", "H", "O"],
  "positions_angstrom": [[-0.50390, -0.69963, 1.21666], [0.09496, 0.76808, -0.73814], [-1.42931, -1.80980, -0.00983], [1.46175, 1.50749, 0.70461], [-1.04930, -0.57987, 2.14982], [1.58238, 2.35773, -0.90956], [-0.51249, 1.23422, -1.51731], [0.73252, -1.30837, -0.88443], [1.07488, -0.31319, -2.33052], [1.02954, -0.32175, -1.23921], [0.57837, -0.64071, 1.40901], [-0.87702, 0.32022, 0.28428], [0.30319, 2.69294, 0.23921], [2.04580, -0.18702, -0.91493], [0.94618, 1.91471, -0.15788], [-1.35890, 1.12480, 0.64889], [-0.76625, -1.99021, 0.66585]]
}

***

4.
{
  "formula": "C5H11NO",
  "method": "ωB97M-V/def2-TZVPD",
  "largest_force_ev_per_a": 4.306,
  "smiles": "C=C(O)[C@@H](N)CC",
  "lumo_energy_ev": 1.0,
  "homo_ev": -9.26,
  "de_lowest_ev": 2.036,
  "homo_lumo_gap_ev": 10.22,
  "elements": ["H", "H", "C", "H", "H", "H", "C", "H", "H", "N", "H", "C", "H", "O", "C", "H", "C", "H"],
  "positions_angstrom": [[1.56454, 0.91754, -1.45599], [1.72893, 2.09425, -0.23522], [-2.05428, 0.29209, 0.31084], [-0.80962, 1.59070, -0.84464], [-2.01407, -0.34232, 1.20030], [-2.30077, -0.29307, -0.57904], [-0.03081, -2.02023, -0.38809], [2.74841, -0.73820, -0.00947], [-2.89531, 0.98114, 0.44999], [1.71138, 1.10380, -0.46413], [0.94812, 0.54643, 1.39806], [0.71974, 0.40275, 0.33752], [-1.08928, -1.93923, -0.57324], [2.18693, -1.47894, 0.29976], [0.76081, -1.04109, 0.03221], [0.37002, -3.02593, -0.46077], [-0.77291, 1.07096, 0.11937], [-0.77183, 1.87936, 0.86256]]
}